Below is 2 unconnected molecules or ions with the total composition C2H6ClN2O at a distorted geometry, with properties calculated with ωB97M-V/def2-TZVPD.

Geometry (Å):
Cl: 0.232803 -1.689307 2.501211
O: 2.546572 -1.119001 1.761502
N: 0.216205 0.317607 -0.818034
N: -1.934118 0.890397 -1.530281
C: -1.000662 0.855193 -0.589280
C: 1.370015 -0.852487 1.452274
H: -1.818647 0.402187 -2.443055
H: 2.833453 -1.822149 2.346399
H: 0.445107 -0.202493 -1.646197
H: 0.965744 0.294002 -0.105878
H: -2.692720 1.469200 -1.376632
H: -1.163752 1.456852 0.447971

Cartesian forces, eV/Å:
Cl -0.1 -0.1 -0.2
O 2.2 0.5 -1.1
N -1.9 1.2 0.7
N 2.2 -1.7 -0.2
C 2.2 0.8 0.6
C -1.3 0.1 0.8
H -0.2 0.7 1.1
H -0.4 -0.7 1.0
H -0.3 0.0 -0.5
H -0.9 -0.2 0.3
H -1.9 1.0 0.1
H 0.3 -1.7 -2.7

Total charge = +1
E_LUMO = -3.637 eV



Below is a molecular structure, C8H27O9Pd at a distorted geometry, with properties calculated with ωB97M-V/def2-TZVPD.

Geometry (Å):
Pd: 24.202749 -6.564570 5.888214
O: 22.816237 -4.809355 9.635578
O: 21.126483 -7.928706 5.904868
O: 21.289990 -10.323600 4.544894
O: 18.082496 -5.944630 10.293812
O: 24.606045 -8.660856 6.485179
O: 18.318621 -6.910619 7.541970
O: 21.746026 -2.257587 5.798826
O: 22.806230 -6.230239 7.361155
O: 22.814382 -8.390689 8.776439
C: 22.491859 -5.700811 10.749092
C: 21.211601 -10.333781 6.014633
C: 20.534806 -9.003419 6.536696
C: 18.792244 -5.205859 9.354556
C: 24.196075 -8.651906 8.951041
C: 24.745894 -9.390802 7.730326
C: 19.318783 -6.199123 8.302155
C: 22.041371 -2.689196 7.078464
H: 24.259247 -10.363310 7.656144
H: 25.779361 -9.660388 7.947986
H: 24.697269 -7.699672 9.124717
H: 21.634514 -1.999538 7.818011
H: 17.324025 -6.283937 9.812971
H: 24.680322 -9.272615 5.749094
H: 20.566022 -11.181184 6.245351
H: 21.645095 -3.699161 7.183465
H: 22.297625 -5.063932 11.612080
H: 18.021720 -7.640088 8.090898
H: 18.145195 -4.585774 8.734127
H: 19.905270 -7.006264 8.741081
H: 22.717526 -7.567048 8.292879
H: 21.586015 -6.247183 10.486352
H: 22.673538 -5.289543 8.816645
H: 22.188758 -10.467144 6.478840
H: 21.737660 -3.009036 5.201461
H: 23.350924 -6.349993 10.918448
H: 21.561537 -7.433127 6.602534
H: 19.891432 -5.629221 7.570459
H: 21.905543 -5.890016 7.527094
H: 19.496976 -4.550623 9.866514
H: 24.486832 -9.267115 9.802559
H: 19.483353 -9.134109 6.280830
H: 23.126923 -2.768158 7.137232
H: 20.610109 -8.896166 7.618787
H: 21.466541 -11.170993 4.129736

Cartesian forces, eV/Å:
Pd -0.5 -0.4 0.6
O -0.1 -0.1 1.0
O 0.4 1.4 -0.4
O 0.1 1.4 1.1
O -0.5 -0.1 0.7
O 0.1 0.5 0.2
O 0.1 1.1 0.6
O -0.7 0.8 -1.4
O 0.2 0.2 -0.3
O 0.0 -1.3 1.1
C 0.1 0.8 -1.1
C -0.7 -0.1 -0.9
C 0.0 -2.9 -0.8
C -0.4 -0.7 -1.5
C 0.0 0.6 -1.5
C 0.3 -0.4 1.2
C 0.5 -0.4 -0.2
C 0.7 -0.7 0.0
H -0.5 0.2 -0.3
H 0.4 0.5 -0.4
H 0.4 0.2 -0.2
H 0.1 -0.2 0.0
H -0.4 -0.1 0.3
H -0.1 -0.2 -0.2
H 0.1 0.0 0.6
H -0.3 -0.1 0.7
H 0.1 -0.1 -0.1
H -0.1 -0.2 0.0
H -0.3 0.5 0.3
H 0.6 0.3 0.4
H 0.4 0.0 0.1
H 0.1 -0.3 0.3
H 0.2 0.1 0.1
H 0.2 0.0 -0.1
H -0.1 0.2 -0.1
H -0.2 -0.1 0.3
H 0.0 0.0 -0.3
H 0.2 0.0 -0.3
H -0.1 0.4 -0.7
H 0.4 -0.4 -0.2
H -0.8 -0.1 0.2
H -0.1 0.6 -0.2
H 0.2 0.1 0.8
H 0.1 -0.5 0.0
H -0.1 -0.3 0.6

Spin multiplicity = 3
Total charge = +1
E_LUMO (spin up / spin down) = -5.448 / -8.755 eV



Below is 2 unconnected molecules or ions with the total composition C4H7NO2, with properties calculated with ωB97M-V/def2-TZVPD.

Geometry (Å):
O: -0.321735 2.373085 -0.611309
O: -2.313206 0.482277 -1.135620
N: 0.618457 -0.896158 -0.047812
C: -1.317403 0.214400 -0.203761
C: -0.659657 -1.122670 -0.219230
C: -0.126516 1.198263 -0.307234
C: 1.027129 0.426582 -0.030870
H: 2.074945 0.677875 -0.063579
H: -2.154226 1.416525 -1.369582
H: 3.878119 -1.051798 0.479972
H: -1.682328 0.337640 0.839630
H: -1.080132 -2.117906 -0.208915
H: 1.282315 -1.651989 0.080286
H: 3.280663 -1.380412 0.769948

Cartesian forces, eV/Å:
O 0.1 -0.3 0.1
O 0.0 0.2 0.0
N -0.2 -0.1 0.0
C 0.1 -0.1 0.0
C 0.2 0.0 0.1
C 0.0 0.2 0.1
C 0.0 0.1 -0.1
H -0.2 0.0 0.0
H -0.1 -0.1 0.0
H 0.0 0.0 0.0
H 0.0 0.0 -0.1
H 0.1 0.1 0.0
H -0.1 0.1 0.0
H 0.1 0.0 0.1

E_LUMO (spin up / spin down) = 0.114 / 0.112 eV



Below is C3H8Si2 in the gas phase at a distorted geometry, with properties calculated with ωB97M-V/def2-TZVPD.

Geometry (Å):
Si: 0.472256 0.736084 -0.466582
Si: -2.775575 0.764638 0.597890
C: 2.028307 -0.463785 -0.377114
C: -1.294115 0.249552 -0.331588
C: 2.176029 -1.478977 0.490158
H: 1.808472 -1.312296 1.597888
H: 2.477572 -0.626698 -1.326515
H: -4.251623 0.504879 0.257105
H: -1.683189 -0.562701 -0.986591
H: -2.794314 1.568055 1.853258
H: 0.541651 2.011281 0.270430
H: 2.647214 -2.449624 0.336830
H: 0.647315 1.059590 -1.915168

Cartesian forces, eV/Å:
Si 1.1 0.3 -0.7
Si 1.8 -0.5 -0.9
C -1.8 -0.8 1.0
C -3.3 -0.7 1.4
C -0.9 1.2 2.7
H 0.3 -0.6 -2.3
H 0.3 0.1 -1.0
H 1.2 -0.2 -0.1
H 0.5 0.6 0.0
H 0.3 0.0 -0.4
H 0.3 0.0 0.3
H 0.4 0.5 -0.2
H -0.1 0.1 0.1

Structure (SMILES) = C=C[SiH2]C=[SiH2]
E_LUMO = -0.315 eV



Number 1: total energy -19712.797 eV. Number 2: total energy -30626.502 eV. Number 3: total energy -9843.733 eV. Number 4: total energy -18992.006 eV.